This record from OMol25 describes a cluster of 9 separate species, C5H29N2O8 in total at a distorted geometry. The level of theory is the ωB97M-V functional and the def2-TZVPD basis.

Properties
Gap between HOMO and LUMO: 7.5 eV
E_HOMO: -10.33 eV
Calculated total energy: -919.0105 a.u.
LUMO: -2.81 eV
ΔE to the lowest compared entry with this formula, charge and spin: 100.8 kcal per mole
Total charge: +1

Each line ends with the Löwdin charge.
Atoms and positions in Å:
O1 1.837 3.740 -0.875  -0.0873
O2 2.912 -2.002 -1.648  -0.0823
O3 -1.578 -1.411 0.279  -0.0332
O4 -3.424 -2.474 -1.532  -0.0832
O5 -0.328 0.212 -2.810  -0.0812
O6 -1.352 -2.022 -3.303  -0.0658
O7 0.964 2.633 -3.183  -0.0752
O8 -2.080 2.585 -0.072  -0.0400
N1 2.142 -2.095 1.184  0.0558
N2 -0.306 2.724 2.014  0.1716
C1 0.244 -1.999 3.442  -0.0405
C2 1.041 -1.240 1.210  -0.1754
C3 0.372 -0.986 2.359  -0.3118
C4 0.562 1.515 2.109  -0.1358
C5 -0.286 0.334 2.588  -0.1597
H1 -2.579 3.104 -0.726  0.0751
H2 -1.284 -2.798 -3.869  0.0825
H3 -0.107 -0.685 -2.591  0.0021
H4 -2.767 -2.004 -2.093  -0.0170
H5 -1.299 2.554 1.923  0.1231
H6 -0.889 -0.843 -0.060  0.0024
H7 1.108 1.352 1.177  0.1223
H8 0.054 2.235 -2.880  0.0880
H9 -0.099 3.417 2.737  0.1731
H10 -0.654 0.340 -3.743  0.0881
H11 1.100 -2.676 3.424  0.0714
H12 -0.528 0.544 3.632  0.1217
H13 2.153 -3.025 1.591  0.0900
H14 0.041 3.330 1.239  0.1570
H15 1.416 1.758 2.752  0.1433
H16 2.703 4.108 -0.997  0.0230
H17 0.250 -1.492 4.420  0.0829
H18 -2.157 -1.670 -3.748  0.0918
H19 0.756 -0.902 0.225  0.0990
H20 -1.320 0.357 2.145  0.1218
H21 1.483 3.512 -1.773  -0.0036
H22 -1.215 -2.242 0.010  0.0547
H23 1.282 1.870 -3.628  0.0213
H24 2.872 -1.929 0.519  0.0505
H25 3.236 -2.948 -1.578  0.0868
H26 -0.669 -2.618 3.471  0.0988
H27 2.213 -1.989 -2.324  0.0360
H28 -3.399 -1.880 -0.767  0.0132
H29 -2.422 1.709 -0.250  0.0446